150
Properties=species:S:1:pos:R:3 method="wB97M-V/def2-TZVPD" lumo_ev=0.41 energy_ev=-72391.1812 e_above_lowest_kcal_mol=71.2 gap_ev=9.1
C 10.385 14.824 7.861
O 10.747 13.589 8.434
C 11.251 12.630 7.519
C 12.717 12.349 7.769
C 13.309 11.317 6.817
N 12.979 11.863 9.115
H 11.253 15.484 7.928
H 9.680 15.332 8.531
H 9.793 14.866 6.944
H 10.706 11.676 7.495
H 11.059 12.964 6.491
H 13.242 13.315 7.788
H 13.015 10.297 7.075
H 14.395 11.311 6.884
H 12.953 11.526 5.805
H 12.447 10.994 9.238
H 12.434 12.436 9.769
C 13.156 16.956 -0.525
O 12.083 17.406 -1.303
C 12.213 17.148 -2.670
C 11.056 17.751 -3.495
C 10.804 19.196 -2.967
N 9.817 16.955 -3.467
H 13.435 15.909 -0.672
H 12.836 17.009 0.519
H 14.006 17.640 -0.634
H 13.111 17.625 -3.082
H 12.265 16.083 -2.923
H 11.260 17.849 -4.560
H 9.995 19.314 -2.256
H 10.752 19.844 -3.848
H 11.729 19.606 -2.546
H 9.101 17.556 -3.866
H 9.518 16.816 -2.504
C 12.667 11.770 1.481
O 11.684 11.964 0.509
C 10.495 12.626 0.944
C 10.700 14.119 0.967
C 9.491 14.877 1.533
N 10.928 14.592 -0.387
H 12.254 11.277 2.366
H 13.078 12.744 1.804
H 13.605 11.324 1.149
H 9.781 12.332 0.172
H 10.100 12.176 1.861
H 11.577 14.330 1.596
H 9.625 14.822 2.613
H 8.656 14.251 1.208
H 9.424 15.895 1.168
H 11.784 14.349 -0.865
H 10.846 15.593 -0.508
C 15.613 16.926 5.917
O 16.762 17.586 5.364
C 17.849 17.336 6.262
C 19.069 17.281 5.299
N 18.854 16.143 4.407
C 19.714 16.054 3.242
C 19.261 17.042 2.176
O 17.934 16.772 1.806
C 17.411 17.669 0.842
H 14.731 17.194 5.331
H 15.388 17.421 6.871
H 15.711 15.853 6.073
H 17.875 16.346 6.715
H 18.066 18.173 6.925
H 20.007 17.113 5.830
H 19.117 18.203 4.708
H 17.885 16.084 4.129
H 19.828 15.022 2.898
H 20.764 16.256 3.480
H 19.893 16.999 1.278
H 19.329 18.038 2.635
H 17.824 17.383 -0.126
H 17.623 18.706 1.119
H 16.324 17.607 0.792
C 12.294 23.403 6.593
O 13.367 22.621 6.103
C 13.221 21.261 6.447
C 14.326 20.535 5.717
N 14.056 20.463 4.269
C 15.139 19.988 3.425
C 16.393 20.856 3.407
O 16.262 21.885 2.454
C 17.492 22.432 2.035
H 12.216 23.378 7.682
H 11.375 23.130 6.069
H 12.458 24.456 6.358
H 12.244 20.879 6.124
H 13.240 21.074 7.527
H 14.435 19.479 5.990
H 15.324 20.924 5.941
H 13.761 21.381 3.951
H 14.845 19.872 2.377
H 15.457 18.984 3.721
H 17.238 20.170 3.262
H 16.495 21.323 4.392
H 17.215 23.120 1.238
H 18.117 21.637 1.604
H 18.104 22.895 2.815
C 9.026 18.460 5.306
O 8.970 18.566 6.721
C 10.279 18.481 7.237
C 10.316 18.716 8.731
N 9.769 20.037 9.058
C 9.714 20.305 10.477
C 9.044 21.666 10.760
O 7.791 21.454 11.393
C 7.248 22.696 11.759
H 9.365 17.441 5.082
H 9.660 19.191 4.804
H 8.000 18.492 4.940
H 11.018 19.085 6.701
H 10.699 17.478 7.064
H 11.368 18.650 9.018
H 9.789 17.878 9.208
H 8.868 20.007 8.592
H 10.699 20.278 10.941
H 9.088 19.544 10.966
H 8.901 22.231 9.835
H 9.832 22.203 11.302
H 7.714 23.143 12.648
H 6.206 22.556 12.056
H 7.309 23.452 10.969
C 17.197 13.490 2.731
C 16.226 13.511 3.940
O 15.321 12.394 3.821
H 17.398 14.511 2.405
H 16.782 12.961 1.874
H 18.152 13.022 2.975
H 15.592 14.391 3.868
H 16.724 13.394 4.902
H 15.828 11.604 3.618
C 8.144 18.882 1.484
C 9.329 19.798 1.198
O 9.027 21.120 1.628
H 7.198 19.267 1.095
H 7.996 18.724 2.549
H 8.259 17.965 0.903
H 9.574 19.762 0.132
H 10.208 19.464 1.760
H 9.859 21.573 1.787
C 12.084 15.774 4.350
C 12.317 17.134 3.724
O 12.558 18.119 4.712
H 11.626 15.102 3.625
H 11.535 15.784 5.287
H 13.113 15.418 4.454
H 11.526 17.448 3.023
H 13.181 17.114 3.042
H 13.008 18.882 4.292



32
Properties=species:S:1:pos:R:3 method="wB97M-V/def2-TZVPD" lumo_ev="-3.52 / -8.89" total_charge=+1 energy_ev=-16230.1287 e_above_lowest_kcal_mol=81.0 multiplicity=2 gap_ev="11.3 / 5.9"
C 1.038 0.499 2.419
C 0.399 0.745 1.084
C 1.287 1.256 -0.072
C 0.451 1.869 -1.154
C 2.392 0.371 -0.695
N -0.210 -0.583 0.660
C -1.632 -0.983 0.569
O -2.088 -1.442 1.822
H 1.844 -0.319 2.417
H 1.524 1.418 2.934
H 0.178 0.090 3.017
H -0.354 1.552 1.117
H 1.949 2.152 0.243
H -0.217 2.408 -0.751
H 1.004 2.649 -1.739
H 0.099 0.965 -1.715
H 2.656 -0.396 -0.054
H 3.337 0.969 -1.133
H 1.969 -0.080 -1.648
H 0.145 -1.264 1.166
H -2.204 -0.025 0.287
H -1.670 -1.786 -0.123
H -2.733 -2.153 1.687
H 1.171 -2.878 0.693
H 0.724 -2.830 -0.549
O 1.348 -3.372 -0.091
H -1.923 -1.150 -3.000
H -0.395 -1.589 -2.816
O -1.068 -1.132 -3.477
H -3.525 1.393 0.174
H -2.312 1.567 -0.729
O -3.179 2.079 -0.544



45
Properties=species:S:1:pos:R:3 method="wB97M-V/def2-TZVPD" lumo_ev=-7.90 total_charge=+2 energy_ev=-30280.6624 gap_ev=6.6
C 1.765 5.490 0.703
C 0.379 6.100 1.258
P -0.302 5.131 2.767
C -2.125 5.621 2.902
N -0.150 3.400 2.260
C 0.662 2.486 3.032
C 0.855 0.984 2.605
C 0.138 0.514 1.316
C 0.223 -0.932 0.671
C 1.548 -1.610 0.202
C 1.452 -3.018 -0.426
N 0.241 -3.761 -0.638
C 0.139 -5.129 -1.231
C 0.211 -5.183 -2.839
C 0.692 -3.821 -3.544
C -1.156 -5.713 -3.539
C -1.012 -3.152 -0.195
C -1.101 -1.758 0.480
C -0.763 1.561 0.549
C -0.874 3.011 1.072
H 1.901 4.372 0.907
H 2.693 6.013 1.136
H 1.753 5.617 -0.446
H -0.434 6.154 0.448
H 0.549 7.178 1.623
H -2.478 5.305 3.954
H -2.187 6.766 2.754
H -2.773 5.137 2.072
H 1.164 2.926 3.968
H 1.496 0.261 3.211
H 2.520 -1.036 0.334
H 2.436 -3.506 -0.772
H 0.991 -5.760 -0.808
H -0.844 -5.623 -0.878
H 1.009 -5.979 -3.099
H 0.432 -3.761 -4.661
H 0.308 -2.861 -3.059
H 1.845 -3.805 -3.488
H -2.101 -5.385 -2.988
H -1.071 -6.864 -3.617
H -1.122 -5.348 -4.635
H -1.996 -3.738 -0.319
H -2.055 -1.267 0.858
H -1.324 1.233 -0.386
H -1.537 3.750 0.487